(1)
{
  "formula": "C20H23N9O5PtS",
  "method": "wB97M-V/def2-TZVPD",
  "species": ["Pt", "O", "C", "C", "C", "N", "C", "C", "C", "O", "O", "C", "O", "O", "H", "H", "H", "N", "C", "N", "C", "N", "N", "C", "N", "C", "C", "C", "C", "C", "N", "H", "H", "H", "H", "H", "H", "H", "H", "C", "C", "N", "C", "S", "N", "C", "C", "H", "H", "H", "H", "H", "H", "H", "H", "H", "H", "H", "H"],
  "xyz": [[-0.955, 0.108, 0.073], [-2.797, 1.748, -5.422], [-2.412, 1.335, -4.227], [-2.555, 0.010, -3.780], [-2.127, -0.294, -2.514], [-1.587, 0.633, -1.730], [-1.419, 1.895, -2.135], [-1.822, 2.291, -3.379], [-0.703, 2.746, -1.116], [-0.562, 3.923, -1.261], [-0.224, 2.026, -0.104], [-2.164, -1.663, -1.876], [-2.646, -2.598, -2.441], [-1.591, -1.684, -0.676], [-3.201, 1.048, -5.952], [-2.983, -0.775, -4.392], [-1.683, 3.316, -3.697], [1.521, -1.305, 1.816], [0.485, -1.005, 2.594], [0.574, -1.249, 3.886], [-0.492, -0.966, 4.636], [-0.427, -1.164, 5.939], [-1.672, -0.491, 4.138], [-1.675, -0.256, 2.869], [-0.637, -0.454, 2.026], [-2.894, 0.266, 2.227], [-4.071, 0.473, 2.911], [-5.167, 0.962, 2.216], [-5.047, 1.236, 0.864], [-3.836, 1.013, 0.236], [-2.787, 0.536, 0.914], [2.326, -1.734, 2.241], [1.447, -1.223, 0.816], [0.419, -1.517, 6.355], [-1.226, -0.963, 6.516], [-4.105, 0.248, 3.968], [-6.104, 1.136, 2.728], [-5.878, 1.622, 0.290], [-3.697, 1.224, -0.812], [3.522, -3.328, -1.000], [3.408, -2.251, -2.065], [3.579, -0.899, -1.497], [2.622, -0.076, -1.119], [0.957, -0.539, -1.403], [2.888, 1.107, -0.590], [4.233, 1.669, -0.401], [4.954, 1.107, 0.818], [3.345, -4.304, -1.451], [2.780, -3.177, -0.214], [4.516, -3.341, -0.551], [2.433, -2.299, -2.543], [4.166, -2.379, -2.835], [4.531, -0.603, -1.337], [2.095, 1.682, -0.339], [4.105, 2.743, -0.290], [4.810, 1.506, -1.315], [4.398, 1.327, 1.729], [5.934, 1.574, 0.903], [5.101, 0.027, 0.758]],
  "energy_ha": -2162.07430,
  "total_charge": 2,
  "gap_ev": 7.96,
  "homo_ha": -0.5652,
  "e_above_lowest_kcal_mol": 14.3,
  "max_force_ev_per_a": 3.40,
  "e_lumo_ev": -7.417,
  "spin_multiplicity": 1
}

(2)
{
  "formula": "C26H34FN10O7PdS",
  "method": "wB97M-V/def2-TZVPD",
  "species": ["Pd", "N", "N", "C", "N", "N", "N", "O", "O", "H", "H", "H", "H", "H", "F", "C", "C", "C", "C", "O", "C", "C", "N", "C", "C", "C", "C", "C", "C", "N", "C", "C", "N", "C", "C", "C", "O", "O", "H", "H", "H", "H", "H", "H", "H", "H", "H", "H", "H", "H", "H", "H", "H", "H", "H", "H", "C", "O", "C", "O", "H", "H", "H", "C", "C", "C", "C", "N", "C", "S", "N", "C", "H", "H", "H", "H", "H", "H", "H", "H"],
  "xyz": [[1.929, 1.661, -1.684], [3.337, 2.332, 0.018], [2.723, 3.243, 0.861], [1.398, 3.443, 0.842], [0.859, 4.416, 1.611], [0.723, 2.614, 0.055], [-0.581, 3.031, 0.003], [-0.950, 4.203, -0.322], [-1.519, 2.020, -0.131], [3.774, 1.594, 0.582], [4.053, 2.843, -0.527], [3.294, 3.790, 1.443], [1.546, 5.046, 1.971], [-0.047, 4.823, 1.407], [0.509, -1.334, 4.483], [-0.155, -1.404, 3.267], [0.528, -1.143, 2.114], [-0.211, -1.093, 0.938], [0.529, -0.770, -0.348], [1.694, -0.329, -0.236], [-0.208, -0.877, -1.560], [-1.542, -1.339, -1.495], [-2.163, -1.689, -0.398], [-3.547, -2.172, -0.549], [-3.718, -3.120, -1.710], [-3.974, -3.592, -0.306], [-1.488, -1.552, 0.904], [-2.168, -1.826, 2.034], [-1.504, -1.771, 3.286], [-2.144, -1.984, 4.514], [-1.561, -2.732, 5.598], [-2.659, -3.416, 6.367], [-3.736, -2.429, 6.804], [-4.329, -1.732, 5.600], [-3.208, -1.103, 4.823], [0.225, -0.466, -2.870], [-0.078, -1.359, -3.739], [0.755, 0.674, -3.098], [1.539, -0.843, 2.352], [-2.226, -1.654, -2.265], [-4.265, -1.374, -0.397], [-2.805, -3.589, -1.997], [-4.493, -2.827, -2.426], [-3.247, -4.294, 0.113], [-5.012, -3.606, -0.021], [-3.239, -2.063, 1.965], [-1.013, -2.180, 6.338], [-0.823, -3.404, 5.191], [-2.224, -3.882, 7.281], [-3.220, -4.211, 5.869], [-3.293, -1.669, 7.360], [-4.451, -2.860, 7.379], [-4.742, -0.816, 6.005], [-5.009, -2.326, 5.001], [-2.967, -0.211, 5.430], [-3.606, -0.757, 3.879], [-1.778, 2.030, -3.703], [-1.316, 2.392, -2.320], [-1.926, 1.715, -1.409], [-2.786, 0.894, -1.488], [-2.827, 2.245, -3.806], [-1.439, 1.040, -3.922], [-1.160, 2.695, -4.274], [6.269, 2.599, -6.227], [5.499, 2.063, -5.035], [5.510, 0.781, -4.539], [4.374, 0.357, -3.776], [3.520, 1.253, -3.394], [3.579, 2.547, -3.653], [2.526, 3.643, -3.007], [4.556, 2.909, -4.529], [4.078, -1.075, -3.373], [7.075, 1.953, -6.369], [6.559, 3.663, -6.061], [5.579, 2.741, -7.048], [6.202, 0.067, -4.858], [4.510, 3.838, -4.834], [3.543, -1.088, -2.428], [4.981, -1.658, -3.363], [3.579, -1.542, -4.191]],
  "energy_ha": -2710.21633,
  "total_charge": 3,
  "gap_ev": [7.40, 5.41],
  "homo_ha": [-0.5420, -0.5794],
  "max_force_ev_per_a": 3.61,
  "e_lumo_ev": [-7.350, -10.355],
  "spin_multiplicity": 5
}

(3)
{
  "formula": "C6H14O",
  "method": "wB97M-V/def2-TZVPD",
  "species": ["C", "C", "C", "C", "C", "O", "C", "H", "H", "H", "H", "H", "H", "H", "H", "H", "H", "H", "H", "H", "H"],
  "xyz": [[-3.252, 0.354, -0.209], [-2.050, -0.326, 0.440], [-0.796, -0.285, -0.433], [0.452, -0.785, 0.294], [1.746, -0.629, -0.515], [2.845, -0.349, 0.328], [3.162, 1.018, 0.418], [-4.120, 0.340, 0.458], [-3.538, -0.142, -1.144], [-3.025, 1.401, -0.445], [-1.831, 0.169, 1.397], [-2.300, -1.367, 0.687], [-0.963, -0.869, -1.350], [-0.622, 0.751, -0.763], [0.322, -1.836, 0.586], [0.590, -0.220, 1.226], [1.987, -1.553, -1.049], [1.630, 0.163, -1.274], [3.867, 1.313, -0.375], [3.624, 1.194, 1.395], [2.273, 1.658, 0.327]],
  "energy_ha": -312.22145,
  "total_charge": 0,
  "gap_ev": 10.69,
  "homo_ha": -0.3514,
  "e_above_lowest_kcal_mol": 21.1,
  "max_force_ev_per_a": 0.30,
  "e_lumo_ev": 1.125,
  "spin_multiplicity": 1
}

(4)
{
  "formula": "C24H43BrCuIN6O4SSi3",
  "method": "wB97M-V/def2-TZVPD",
  "species": ["Cu", "C", "N", "C", "C", "N", "N", "C", "N", "N", "H", "H", "H", "H", "H", "H", "H", "H", "H", "H", "H", "C", "Si", "C", "C", "C", "Si", "C", "C", "C", "Si", "C", "C", "C", "C", "C", "C", "C", "N", "H", "H", "H", "H", "H", "H", "H", "H", "H", "H", "H", "H", "H", "H", "H", "H", "H", "H", "H", "H", "H", "H", "H", "H", "H", "H", "H", "H", "O", "S", "O", "O", "O", "Br", "C", "C", "C", "C", "C", "C", "I", "H", "H", "H", "H"],
  "xyz": [[-9.208, -13.676, -4.256], [-5.692, -11.236, -2.164], [-7.054, -10.935, -1.890], [-7.333, -9.956, -0.759], [-8.017, -11.571, -2.534], [-7.804, -12.609, -3.285], [-9.274, -10.971, -2.530], [-10.417, -11.351, -3.196], [-11.560, -10.743, -2.786], [-10.393, -12.157, -4.254], [-5.190, -10.297, -2.398], [-5.668, -11.872, -3.069], [-5.153, -11.811, -1.362], [-6.382, -9.773, -0.261], [-8.096, -10.298, -0.073], [-7.628, -9.048, -1.245], [-7.030, -13.204, -3.020], [-9.411, -10.328, -1.759], [-11.633, -10.186, -1.941], [-12.429, -10.939, -3.244], [-11.323, -12.406, -4.585], [-10.863, -11.843, -7.649], [-11.985, -13.403, -8.032], [-10.943, -14.212, -9.440], [-13.614, -12.685, -8.752], [-12.298, -14.493, -6.552], [-13.607, -13.899, -5.355], [-13.869, -11.972, -5.342], [-13.215, -14.237, -3.527], [-15.326, -14.736, -5.683], [-11.266, -16.109, -6.508], [-11.270, -17.226, -5.004], [-11.629, -17.116, -8.094], [-9.367, -15.898, -6.618], [-8.754, -17.047, -7.222], [-7.467, -16.947, -7.577], [-6.724, -15.844, -7.177], [-7.324, -14.851, -6.398], [-8.646, -14.828, -6.130], [-10.456, -11.486, -8.589], [-10.037, -12.263, -7.004], [-11.478, -11.136, -7.134], [-10.642, -13.542, -10.283], [-11.413, -15.097, -9.904], [-9.997, -14.546, -9.029], [-13.469, -11.677, -9.179], [-14.377, -12.602, -8.006], [-13.970, -13.356, -9.556], [-14.782, -11.703, -4.827], [-14.059, -11.586, -6.342], [-13.091, -11.454, -4.829], [-12.176, -14.152, -3.236], [-13.486, -15.281, -3.264], [-13.828, -13.599, -2.940], [-15.615, -14.863, -6.757], [-16.117, -14.272, -5.129], [-15.286, -15.815, -5.400], [-12.245, -17.749, -4.902], [-11.036, -16.746, -4.036], [-10.495, -18.035, -5.157], [-12.636, -17.039, -8.482], [-11.404, -18.170, -7.847], [-10.969, -16.796, -8.935], [-9.336, -17.947, -7.408], [-7.085, -17.779, -8.147], [-5.686, -15.782, -7.390], [-6.697, -14.091, -5.991], [-10.602, -15.800, -2.107], [-9.257, -15.191, -1.877], [-8.417, -15.925, -0.951], [-8.535, -15.202, -3.275], [-9.571, -13.771, -1.538], [-3.247, -14.811, -2.223], [-3.231, -16.683, -2.598], [-2.318, -17.078, -3.572], [-2.171, -18.415, -3.854], [-2.910, -19.346, -3.175], [-3.910, -18.965, -2.274], [-4.120, -17.617, -2.039], [-6.068, -16.958, -1.507], [-1.549, -16.398, -3.973], [-1.346, -18.673, -4.588], [-2.737, -20.406, -3.362], [-4.501, -19.760, -1.793]],
  "energy_ha": -7348.76436,
  "total_charge": -1,
  "gap_ev": [5.20, 5.17],
  "homo_ha": [-0.1256, -0.1248],
  "e_above_lowest_kcal_mol": 38.7,
  "max_force_ev_per_a": 4.54,
  "e_lumo_ev": [1.779, 1.769],
  "spin_multiplicity": 2
}

> Which formula does entry 2 have?

C26H34FN10O7PdS

Please write out number 3 again, unchanged.
{
  "formula": "C6H14O",
  "method": "wB97M-V/def2-TZVPD",
  "species": ["C", "C", "C", "C", "C", "O", "C", "H", "H", "H", "H", "H", "H", "H", "H", "H", "H", "H", "H", "H", "H"],
  "xyz": [[-3.252, 0.354, -0.209], [-2.050, -0.326, 0.440], [-0.796, -0.285, -0.433], [0.452, -0.785, 0.294], [1.746, -0.629, -0.515], [2.845, -0.349, 0.328], [3.162, 1.018, 0.418], [-4.120, 0.340, 0.458], [-3.538, -0.142, -1.144], [-3.025, 1.401, -0.445], [-1.831, 0.169, 1.397], [-2.300, -1.367, 0.687], [-0.963, -0.869, -1.350], [-0.622, 0.751, -0.763], [0.322, -1.836, 0.586], [0.590, -0.220, 1.226], [1.987, -1.553, -1.049], [1.630, 0.163, -1.274], [3.867, 1.313, -0.375], [3.624, 1.194, 1.395], [2.273, 1.658, 0.327]],
  "energy_ha": -312.22145,
  "total_charge": 0,
  "gap_ev": 10.69,
  "homo_ha": -0.3514,
  "e_above_lowest_kcal_mol": 21.1,
  "max_force_ev_per_a": 0.30,
  "e_lumo_ev": 1.125,
  "spin_multiplicity": 1
}